C43H109O31P5 | ωB97M-V with the def2-TZVPD basis set

ORCA input file:
```
! RIJCOSX wB97M-V def2-TZVPD def2/J DEFGRID3
* xyz 0 1
C 8.889 -0.324 18.942
O 9.163 -1.080 17.763
P 10.659 -1.477 17.178
O 10.755 -1.684 15.648
O 11.468 -0.134 17.663
C 12.822 0.062 17.927
O 11.140 -2.696 18.217
C 11.353 -3.977 17.780
H 8.115 -0.725 19.597
H 8.515 0.675 18.719
H 9.808 -0.319 19.529
H 13.347 0.728 17.241
H 13.208 -0.951 18.046
H 12.914 0.590 18.876
H 10.392 -4.346 17.421
H 11.469 -4.530 18.712
H 12.176 -4.057 17.070
C 12.409 5.896 11.826
O 13.127 4.722 11.544
P 14.425 4.245 12.361
O 14.385 4.689 13.758
O 15.730 4.688 11.441
C 15.883 6.081 11.044
O 14.333 2.624 12.158
C 13.859 1.870 11.015
H 12.676 6.649 11.085
H 12.589 6.436 12.755
H 11.357 5.624 11.736
H 16.724 6.570 11.536
H 15.005 6.722 11.135
H 16.229 6.117 10.011
H 13.087 1.151 11.287
H 14.766 1.327 10.748
H 13.687 2.479 10.128
C 1.640 3.598 10.283
O 2.812 3.424 9.527
P 3.631 4.701 9.022
O 2.859 5.628 8.110
O 5.038 4.090 8.417
C 5.787 3.130 9.194
O 4.092 5.321 10.518
C 5.153 6.308 10.640
H 1.792 4.418 10.985
H 1.411 2.812 11.003
H 0.772 3.829 9.666
H 5.215 2.755 10.042
H 6.650 3.632 9.631
H 6.299 2.404 8.563
H 5.820 6.085 11.472
H 4.718 7.303 10.538
H 5.880 6.204 9.835
C 7.444 -3.946 10.560
O 8.255 -3.389 9.520
P 9.606 -4.101 9.061
O 10.219 -3.331 8.022
O 10.546 -4.297 10.389
C 10.596 -3.336 11.315
O 9.202 -5.612 8.664
C 10.130 -6.639 8.369
H 7.871 -4.810 11.068
H 6.450 -4.259 10.241
H 7.196 -3.316 11.415
H 11.665 -3.124 11.313
H 10.269 -3.536 12.335
H 10.078 -2.405 11.088
H 9.940 -7.083 7.392
H 9.822 -7.495 8.970
H 11.168 -6.450 8.644
C 10.882 3.010 16.066
O 10.792 3.958 17.158
P 11.818 3.923 18.353
O 12.129 5.222 18.971
O 11.107 2.867 19.343
C 9.989 3.278 20.201
O 13.108 3.065 17.867
C 14.299 3.750 17.459
H 10.920 3.558 15.125
H 9.945 2.454 16.090
H 11.564 2.182 16.259
H 9.073 2.714 20.026
H 9.701 4.329 20.228
H 10.171 3.138 21.267
H 13.990 4.609 16.864
H 15.026 3.199 16.863
H 14.728 4.153 18.376
C 5.353 9.540 11.824
O 6.087 8.654 12.617
C 7.476 9.003 12.665
C 8.269 7.906 13.427
O 7.971 6.661 12.885
C 8.405 5.524 13.758
H 4.371 9.081 11.940
H 5.734 9.516 10.803
H 5.351 10.531 12.278
H 7.609 9.971 13.149
H 8.001 9.023 11.710
H 7.978 7.906 14.477
H 9.338 8.096 13.523
H 7.908 5.545 14.727
H 9.467 5.533 14.006
H 8.281 4.559 13.267
C 11.274 1.129 13.291
O 10.133 1.957 13.035
C 10.203 2.528 11.748
C 9.563 1.587 10.718
O 8.136 1.451 10.999
C 7.557 0.210 10.621
H 12.217 1.673 13.345
H 11.447 0.300 12.605
H 11.181 0.639 14.260
H 11.154 2.789 11.282
H 9.574 3.413 11.840
H 9.941 0.565 10.704
H 9.666 2.034 9.729
H 7.906 -0.119 9.642
H 6.485 0.252 10.426
H 7.698 -0.465 11.465
C 8.377 3.526 3.574
O 9.475 2.548 3.665
C 8.999 1.208 3.663
C 9.845 0.392 4.637
O 9.802 0.893 5.968
C 10.930 0.392 6.798
H 7.671 3.470 2.746
H 8.970 4.416 3.367
H 7.867 3.563 4.537
H 9.184 0.817 2.663
H 7.962 1.013 3.937
H 10.851 0.291 4.230
H 9.381 -0.593 4.667
H 10.964 1.045 7.670
H 11.876 0.425 6.258
H 10.746 -0.571 7.275
C 6.993 -1.668 1.364
O 6.530 -1.040 2.575
C 5.948 -2.102 3.467
C 5.668 -1.456 4.800
O 5.486 -2.304 5.932
C 5.801 -1.643 7.087
H 6.244 -2.319 0.913
H 7.865 -2.270 1.618
H 7.341 -0.882 0.694
H 6.557 -2.959 3.753
H 4.958 -2.385 3.110
H 4.780 -0.851 4.620
H 6.507 -0.761 4.839
H 5.788 -2.332 7.931
H 5.076 -0.870 7.344
H 6.819 -1.268 7.192
C 10.089 6.230 9.085
C 11.029 5.132 8.561
C 10.105 4.400 7.610
O 8.823 4.415 8.273
C 8.774 5.525 9.179
H 9.938 7.116 8.467
H 10.257 6.680 10.063
H 11.336 4.499 9.393
H 11.972 5.483 8.141
H 10.366 3.358 7.421
H 10.049 4.767 6.585
H 8.653 5.124 10.185
H 7.883 6.124 8.994
C 14.649 -0.432 14.336
C 15.296 0.960 14.599
C 16.172 0.705 15.769
O 15.475 -0.255 16.579
C 15.027 -1.210 15.572
H 15.048 -0.959 13.470
H 13.568 -0.293 14.340
H 14.513 1.655 14.902
H 15.738 1.381 13.695
H 16.408 1.633 16.291
H 17.138 0.333 15.427
H 14.209 -1.845 15.912
H 15.843 -1.899 15.354
C 3.225 0.038 11.696
C 4.093 0.422 12.870
C 3.196 0.220 13.991
O 2.452 -0.918 13.641
C 2.584 -1.218 12.286
H 3.690 -0.169 10.732
H 2.437 0.772 11.528
H 4.499 1.433 12.841
H 4.890 -0.319 12.924
H 2.477 1.033 14.093
H 3.677 0.146 14.966
H 1.629 -1.480 11.831
H 3.256 -2.072 12.201
*
```

The SMILES is COP(=O)(OC)OC.COP(=O)(OC)OC.COP(=O)(OC)OC.COP(=O)(OC)OC.COP(=O)(OC)OC.C1CCOC1.C1CCOC1.C1CCOC1.COCCOC.COCCOC.COCCOC.COCCOC. As for the HOMO-LUMO gap: 0.3575 hartree. The calculation puts the max |F| at 5.21 eV/A. Its highest occupied orbital energy is -9.37 eV.


C21H17MnN7O5 | ωB97M-V with the def2-TZVPD basis set

ORCA input file:
```
! RIJCOSX wB97M-V def2-TZVPD def2/J DEFGRID3
* xyz -1 5
Mn -0.708 -0.403 0.409
O -2.524 -1.005 0.079
C -3.307 -0.538 -0.848
C -4.695 -0.446 -0.606
C -5.562 0.000 -1.575
C -5.106 0.363 -2.849
C -3.759 0.270 -3.116
C -2.847 -0.151 -2.140
C -1.453 -0.297 -2.495
N -0.526 -0.338 -1.618
N 0.758 -0.736 -2.032
C 1.220 -1.574 -1.131
O 0.598 -1.922 -0.068
C 2.579 -2.146 -1.365
C 3.123 -2.994 -0.407
C 4.388 -3.533 -0.590
C 5.117 -3.225 -1.730
C 4.576 -2.377 -2.688
C 3.312 -1.841 -2.509
H -5.046 -0.733 0.377
H -6.619 0.069 -1.348
H -5.797 0.710 -3.605
H -3.380 0.534 -4.098
H -1.173 -0.426 -3.540
H 2.538 -3.215 0.475
H 4.806 -4.193 0.160
H 6.106 -3.644 -1.872
H 5.143 -2.134 -3.579
H 2.876 -1.182 -3.248
C 2.299 2.067 2.394
C 1.381 0.976 1.939
N 1.212 0.694 0.700
O 1.895 1.501 -0.198
C 0.605 0.193 2.893
C 0.881 0.167 4.359
N -0.372 -0.521 2.388
O -1.106 -1.270 3.088
H 2.251 2.900 1.695
H 3.332 1.713 2.414
H 2.026 2.409 3.389
H 1.717 1.061 -1.046
H 1.922 0.405 4.578
H 0.647 -0.828 4.738
H 0.241 0.873 4.898
O -1.369 1.563 0.458
N -1.640 2.139 1.568
C -1.937 3.410 1.479
C -2.228 4.112 2.690
N -2.459 4.706 3.649
C -1.964 4.125 0.235
N -1.971 4.711 -0.754
*
```

As for the HOMO-LUMO gap (spin up / spin down): 0.2555 / 0.2899 hartree. The calculation puts the max |F| at 0.49 eV/A. Its highest occupied orbital energy (spin up / spin down) is -5.18 / -5.40 eV.


C38H84F8N3O11 | ωB97M-V with the def2-TZVPD basis set

ORCA input file:
```
! RIJCOSX wB97M-V def2-TZVPD def2/J DEFGRID3
* xyz 1 1
N -0.912 1.983 2.942
C -0.532 2.950 2.104
N -1.441 3.916 1.786
C -2.633 3.503 1.000
C -3.865 4.277 1.422
O -4.664 4.655 0.609
O -3.984 4.446 2.746
N 0.739 3.000 1.644
O 0.921 3.863 0.560
C 1.446 1.710 1.385
C 0.762 0.912 0.291
O 1.523 -0.192 -0.081
C 1.236 -1.427 0.538
C 0.726 -2.403 -0.517
F 0.826 -3.689 -0.095
F 1.569 -2.236 -1.569
C -0.701 -2.159 -1.069
F -0.913 -0.839 -1.262
F -0.774 -2.767 -2.270
C -1.898 -2.724 -0.229
F -2.999 -2.056 -0.665
F -2.086 -4.022 -0.491
C -1.837 -2.455 1.280
F -0.933 -3.227 1.906
F -3.054 -2.742 1.800
H -0.259 1.571 3.580
H -1.880 1.722 2.965
H -0.984 4.699 1.334
H -2.514 3.687 -0.060
H -2.879 2.456 1.138
H -4.930 4.390 2.940
H 0.221 3.724 -0.091
H 2.440 1.995 1.072
H 1.531 1.183 2.327
H 0.691 1.547 -0.591
H -0.262 0.641 0.543
H 2.180 -1.832 0.888
H 0.592 -1.330 1.407
H -1.667 -1.390 1.456
C 6.427 0.941 -2.839
C 5.247 0.711 -1.913
O 4.183 1.632 -2.086
C 3.586 1.656 -3.372
C 2.976 0.330 -3.792
H 6.820 1.950 -2.713
H 7.222 0.228 -2.622
H 6.152 0.823 -3.889
H 5.573 0.833 -0.879
H 4.879 -0.318 -2.005
H 4.306 2.009 -4.119
H 2.798 2.409 -3.318
H 3.722 -0.462 -3.866
H 2.492 0.423 -4.764
H 2.232 0.015 -3.058
C -0.643 -10.275 -1.454
C -1.834 -9.350 -1.637
O -2.092 -8.513 -0.523
C -1.053 -7.631 -0.153
C -0.654 -6.647 -1.241
H -0.780 -10.902 -0.572
H -0.531 -10.919 -2.326
H 0.290 -9.723 -1.328
H -2.737 -9.945 -1.766
H -1.721 -8.751 -2.548
H -0.178 -8.194 0.197
H -1.434 -7.081 0.709
H -0.257 -7.149 -2.124
H 0.115 -5.972 -0.871
H -1.514 -6.061 -1.555
C -6.007 5.226 -2.359
C -6.981 5.812 -1.349
O -7.604 7.005 -1.782
C -8.380 6.915 -2.964
C -9.534 5.932 -2.875
H -5.235 5.956 -2.609
H -5.530 4.336 -1.951
H -6.505 4.941 -3.287
H -6.440 6.075 -0.443
H -7.733 5.068 -1.061
H -7.740 6.684 -3.824
H -8.771 7.919 -3.129
H -9.192 4.909 -2.719
H -10.114 5.951 -3.798
H -10.193 6.193 -2.046
C -0.980 6.599 -3.601
C 0.052 5.655 -3.009
O 0.185 4.430 -3.706
C 0.579 4.532 -5.068
C 1.925 5.208 -5.265
H -1.958 6.118 -3.645
H -1.060 7.499 -2.990
H -0.718 6.909 -4.612
H -0.249 5.382 -1.996
H 1.024 6.152 -2.922
H -0.198 5.035 -5.652
H 0.634 3.509 -5.438
H 1.922 6.240 -4.915
H 2.194 5.216 -6.321
H 2.700 4.675 -4.712
C 1.240 -8.944 4.232
C 1.390 -7.535 4.780
O 2.409 -6.776 4.152
C 2.261 -6.570 2.761
C 0.988 -5.836 2.377
H 2.181 -9.487 4.316
H 0.474 -9.482 4.789
H 0.947 -8.947 3.181
H 1.674 -7.584 5.831
H 0.434 -7.001 4.738
H 2.334 -7.522 2.223
H 3.126 -5.977 2.462
H 0.093 -6.395 2.651
H 0.961 -5.670 1.301
H 0.941 -4.868 2.882
C 9.905 -2.435 -1.968
C 10.428 -1.047 -2.300
O 10.186 -0.088 -1.286
C 10.761 -0.362 -0.021
C 12.275 -0.483 -0.041
H 8.833 -2.401 -1.769
H 10.084 -3.113 -2.803
H 10.392 -2.857 -1.089
H 9.916 -0.677 -3.188
H 11.495 -1.084 -2.545
H 10.308 -1.259 0.418
H 10.474 0.476 0.614
H 12.613 -1.315 -0.659
H 12.651 -0.645 0.969
H 12.724 0.429 -0.437
C -6.451 4.660 6.179
C -7.017 3.554 5.305
O -6.104 2.497 5.045
C -5.624 1.797 6.183
C -6.712 1.134 7.007
H -5.551 5.084 5.731
H -7.187 5.454 6.300
H -6.186 4.301 7.174
H -7.277 3.962 4.327
H -7.944 3.160 5.732
H -5.014 2.459 6.807
H -4.953 1.032 5.789
H -7.407 1.860 7.429
H -6.270 0.578 7.833
H -7.289 0.443 6.391
*
```

As for the HOMO-LUMO gap: 0.2587 hartree. The calculation puts the max |F| at 1.48 eV/A. Its highest occupied orbital energy is -10.94 eV.


C2H2ClF3 | ωB97M-V with the def2-TZVPD basis set

ORCA input file:
```
! RIJCOSX wB97M-V def2-TZVPD def2/J DEFGRID3
* xyz 0 1
C -0.709 -0.191 -1.184
C 0.693 0.653 1.399
F -1.763 -0.842 -0.706
F 0.213 -0.988 -1.663
F 1.928 1.188 1.197
Cl 0.468 -0.616 2.545
H -1.029 0.614 -1.873
H 0.202 0.181 0.285
*
```

As for the HOMO-LUMO gap (spin up / spin down): 0.3155 / 0.3037 hartree. The calculation puts the max |F| at 3.37 eV/A. Its highest occupied orbital energy (spin up / spin down) is -9.10 / -9.01 eV.


C13H29BrNO4P | ωB97M-V with the def2-TZVPD basis set

ORCA input file:
```
! RIJCOSX wB97M-V def2-TZVPD def2/J DEFGRID3
* xyz 0 1
C 0.414 3.542 0.310
C -0.611 2.449 0.016
N -0.145 1.429 -0.944
C -0.080 1.972 -2.321
C 1.274 2.585 -2.691
P 2.431 1.407 -3.604
O 3.425 0.399 -4.640
C 2.895 0.416 -2.117
C 4.321 0.674 -1.619
C 4.437 1.911 -0.733
Br 6.165 2.804 -0.986
C -1.205 0.417 -0.926
C -0.945 -0.850 -0.163
O -2.268 0.613 -1.480
H 0.323 3.897 1.333
H 1.422 3.147 0.197
H 0.310 4.370 -0.388
H -0.826 1.916 0.945
H -1.554 2.898 -0.315
H -0.851 2.739 -2.443
H -0.315 1.202 -3.059
H 1.812 2.999 -1.842
H 1.086 3.426 -3.366
H 1.378 1.021 -4.460
H 3.249 2.491 -4.005
H 4.332 0.707 -4.600
H 2.832 -0.631 -2.409
H 2.192 0.561 -1.296
H 5.050 0.725 -2.424
H 4.617 -0.188 -1.019
H 4.408 1.671 0.324
H 3.678 2.661 -0.925
H -1.727 -0.945 0.582
H 0.043 -0.896 0.282
H -1.071 -1.691 -0.842
O -2.408 -2.946 1.305
C -3.077 -3.279 2.244
O -2.948 -2.599 3.398
C -3.811 -2.795 4.522
C -3.347 -3.938 5.399
C -3.991 -4.479 2.183
H -4.845 -2.916 4.198
H -3.765 -1.859 5.077
H -3.370 -4.889 4.867
H -3.981 -4.022 6.282
H -2.320 -3.770 5.722
H -3.403 -5.374 2.381
H -4.397 -4.542 1.176
H -4.829 -4.441 2.874
*
```

The SMILES is CCN(CC[PH2](O)CCCBr)C(C)=O.CCOC(C)=O. As for the HOMO-LUMO gap: 0.3497 hartree. The calculation puts the max |F| at 1.07 eV/A. Its highest occupied orbital energy is -8.87 eV.


C19H31N2STc | ωB97M-V with the def2-TZVPD basis set

ORCA input file:
```
! RIJCOSX wB97M-V def2-TZVPD def2/J DEFGRID3
* xyz 1 4
C -0.863 1.562 -3.089
C -0.299 2.757 -2.451
C -0.018 0.605 -3.802
C -2.239 1.186 -2.741
H -0.461 0.327 -4.774
H 0.115 -0.331 -3.227
H 0.983 1.020 -3.981
H -0.789 3.677 -2.811
H 0.772 2.840 -2.661
H -0.415 2.729 -1.352
H -2.967 1.875 -3.185
H -2.402 1.197 -1.651
H -2.472 0.178 -3.096
C 2.179 -0.965 1.589
C 2.038 -1.053 0.142
C 1.927 0.295 -0.386
H 2.194 -1.939 -0.459
C 2.024 1.203 0.705
C 2.140 0.458 1.915
H 2.294 0.832 2.924
H 2.507 -1.766 2.243
H 1.861 0.555 -1.442
H 2.069 2.287 0.610
C -1.639 -2.122 1.453
C -0.465 -2.975 1.578
C 0.133 -3.078 0.291
H -0.142 -3.487 2.480
C -0.597 -2.254 -0.629
C -1.700 -1.661 0.078
H -2.431 -0.988 -0.347
H -2.330 -1.910 2.259
H 0.961 -3.734 0.040
H -0.420 -2.169 -1.695
Tc 0.130 -0.982 1.040
C -0.703 -2.046 6.166
C -0.052 -1.287 5.030
N -1.049 -0.431 4.347
C -0.623 0.621 3.606
S -1.159 0.891 1.985
N 0.213 1.523 4.171
C -0.062 1.951 5.569
C 1.167 2.582 6.197
H -1.403 -1.420 6.728
H 0.076 -2.404 6.845
H -1.241 -2.921 5.793
H 0.744 -0.620 5.386
H 0.405 -1.978 4.296
H -1.847 -0.924 3.956
H 0.490 2.296 3.555
H -0.899 2.675 5.569
H -0.388 1.056 6.114
H 1.420 3.532 5.709
H 0.948 2.787 7.251
H 2.027 1.906 6.134
*
```

As for the HOMO-LUMO gap (spin up / spin down): 0.2219 / 0.2684 hartree. The calculation puts the max |F| at 1.89 eV/A. Its highest occupied orbital energy (spin up / spin down) is -9.04 / -11.51 eV.


no.,E_tot (a.u.)
1,-5742.97970
2,-2720.90825
3,-3288.67343
4,-837.01828
5,-3783.76186
6,-1330.72684